(1)
DFT (ωB97M-V/def2-TZVPD) results for a 2-piece molecular cluster, C2H2NO2S overall at a distorted geometry.

Each line ends with the Löwdin charge.
Geometry (Å):
1 C 2.358 -0.149 -0.060  -0.26
2 C 1.200 -0.288 -0.683  0.01
3 N -2.328 -0.900 0.480  -0.53
4 O -3.369 1.435 0.999  -0.76
5 O 3.266 0.010 0.677  0.11
6 S -2.456 0.533 0.173  0.38
7 H 0.454 0.081 -0.017  0.01
8 H 0.875 -0.721 -1.569  0.04

Summary:
* highest occupied orbital energy (spin up / spin down): -0.94 / -4.30 eV
* 2S+1: 3
* Kohn-Sham gap (spin up / spin down): 4.18 / 7.53 eV
* charge: -1

---

(2)
DFT (ωB97M-V/def2-TZVPD) results for a 2-piece molecular cluster, C5H14N2S overall at a distorted geometry.

Each line ends with the Löwdin charge.
Geometry (Å):
1 C -0.427 1.163 0.311  -0.28
2 N -1.463 0.137 0.541  -0.09
3 C -2.511 0.133 -0.664  -0.22
4 N -3.631 -0.868 -0.608  0.02
5 C 0.760 0.919 1.367  -0.23
6 C 1.364 -0.499 1.464  -0.25
7 C 1.577 -1.122 0.073  -0.58
8 S 2.259 0.041 -1.148  0.61
9 H 0.092 1.127 -0.609  -0.04
10 H -0.969 2.129 0.485  0.13
11 H -1.074 -0.804 0.529  0.06
12 H -1.766 0.022 -1.493  0.11
13 H -3.067 1.115 -0.634  0.12
14 H -4.321 -0.595 0.023  0.03
15 H -3.526 -1.826 -0.679  0.02
16 H 0.468 1.131 2.382  0.10
17 H 1.505 1.590 0.953  0.02
18 H 2.332 -0.662 1.858  0.09
19 H 0.564 -0.981 2.057  0.11
20 H 0.660 -1.555 -0.352  0.05
21 H 2.282 -1.903 -0.066  0.04
22 H 1.759 2.111 -0.934  0.18

Summary:
* highest occupied orbital energy: -8.56 eV
* 2S+1: 1
* Kohn-Sham gap: 7.02 eV

---

(3)
DFT (ωB97M-V/def2-TZVPD) results for C28H31BrN6O4ReS as an isolated structure at a distorted geometry.

Each line ends with the Löwdin charge.
Geometry (Å):
1 Re 1.770 0.029 -0.579  1.57
2 C 3.544 -2.290 -1.302  -0.15
3 C 3.859 -1.229 -2.379  -0.13
4 N 3.418 0.150 -1.984  -0.16
5 C 4.541 0.961 -1.385  -0.14
6 C 4.083 1.784 -0.193  -0.15
7 N 3.190 1.003 0.706  -0.17
8 C 3.837 0.013 1.611  -0.14
9 C 4.164 -1.270 0.869  -0.13
10 N 3.050 -1.660 -0.056  -0.17
11 H 4.418 -2.912 -1.101  0.14
12 H 2.758 -2.954 -1.656  0.11
13 H 3.340 -1.485 -3.301  0.13
14 H 4.923 -1.200 -2.615  0.13
15 H 3.131 0.616 -2.841  0.14
16 H 4.954 1.625 -2.145  0.14
17 H 5.337 0.274 -1.111  0.11
18 H 3.499 2.641 -0.529  0.13
19 H 4.952 2.161 0.352  0.14
20 H 2.699 1.673 1.294  0.14
21 H 3.120 -0.184 2.407  0.13
22 H 4.740 0.433 2.060  0.14
23 H 4.344 -2.074 1.583  0.14
24 H 5.073 -1.171 0.280  0.11
25 H 2.456 -2.323 0.435  0.14
26 Br -5.069 -4.214 0.929  0.84
27 C -5.023 -2.858 -0.354  -0.67
28 C -5.695 -3.039 -1.560  -0.10
29 C -5.664 -2.036 -2.508  0.01
30 C -4.927 -0.884 -2.245  -0.26
31 C -4.282 -0.682 -1.019  0.00
32 C -4.330 -1.680 -0.070  -0.09
33 N -4.902 0.086 -3.268  0.14
34 N -4.132 1.035 -3.270  0.12
35 C -2.853 1.178 -2.851  -0.18
36 C -2.479 2.464 -2.425  0.03
37 C -1.268 2.697 -1.811  0.06
38 C -0.388 1.629 -1.617  -0.35
39 O 0.732 1.741 -0.972  -0.14
40 C -0.705 0.339 -2.162  -0.17
41 N 0.242 -0.621 -1.967  -0.02
42 C 0.045 -1.809 -2.525  -0.07
43 C -1.080 -2.102 -3.296  0.01
44 C -2.058 -1.151 -3.451  0.06
45 C -1.897 0.100 -2.836  -0.08
46 H -6.246 -3.950 -1.741  0.11
47 H -6.192 -2.130 -3.447  0.13
48 H -3.759 0.239 -0.807  0.11
49 H -3.840 -1.554 0.884  0.10
50 H -3.207 3.256 -2.538  0.13
51 H -1.004 3.676 -1.437  0.14
52 H 0.799 -2.562 -2.342  0.11
53 H -1.172 -3.077 -3.752  0.13
54 H -2.932 -1.366 -4.053  0.13
55 C -0.610 3.190 6.226  -0.03
56 C -0.641 2.267 5.042  -0.25
57 C -0.474 2.757 3.745  -0.02
58 C -0.518 1.910 2.653  -0.06
59 C -0.728 0.551 2.858  -0.29
60 C -0.892 0.036 4.136  -0.03
61 C -0.853 0.902 5.217  -0.01
62 S -0.747 -0.530 1.487  0.58
63 O -1.042 -1.858 1.923  -0.26
64 O -1.540 0.063 0.438  -0.27
65 O 0.745 -0.508 1.017  -0.49
66 H -0.337 4.203 5.936  0.08
67 H 0.104 2.842 6.972  0.09
68 H -1.588 3.230 6.707  0.10
69 H -0.327 3.819 3.595  0.12
70 H -0.413 2.303 1.648  0.11
71 H -1.060 -1.022 4.274  0.12
72 H -0.995 0.509 6.215  0.13

Summary:
* highest occupied orbital energy (spin up / spin down): -12.39 / -12.26 eV
* 2S+1: 2
* Kohn-Sham gap (spin up / spin down): 4.45 / 4.41 eV
* charge: +2

---

(4)
DFT (ωB97M-V/def2-TZVPD) results for a 2-piece molecular cluster, C2H4ClN2O overall at a distorted geometry.

Each line ends with the Löwdin charge.
Geometry (Å):
1 C -2.038 1.226 0.491  -0.68
2 C 2.073 -0.512 -0.744  0.06
3 N -0.095 -1.061 -0.335  -0.07
4 N -1.622 1.570 1.513  0.34
5 O 1.199 -1.413 -0.586  -0.15
6 Cl -2.464 0.643 -0.834  1.10
7 H 3.098 -0.750 -0.753  0.09
8 H 1.684 0.525 -0.596  0.11
9 H -0.630 -1.932 -0.565  0.04
10 H -1.206 1.704 2.410  0.16

Summary:
* highest occupied orbital energy (spin up / spin down): -11.88 / -12.10 eV
* 2S+1: 1
* Kohn-Sham gap (spin up / spin down): 7.26 / 7.48 eV
* charge: +1

---

(5)
DFT (ωB97M-V/def2-TZVPD) results for a 7-piece molecular cluster, C20H33BF2IN7O16 overall at a distorted geometry.

Each line ends with the Löwdin charge.
Geometry (Å):
1 C -3.658 -3.264 1.110  -0.10
2 C -4.478 -2.659 -0.042  -0.12
3 B -3.857 -3.038 -1.438  -0.53
4 O -3.571 -4.365 -1.734  0.16
5 N -3.565 -1.977 -2.397  0.18
6 C -2.709 -2.418 -3.471  -0.39
7 O -3.018 -2.665 -4.578  0.16
8 C -1.337 -2.411 -2.838  -0.14
9 C -0.215 -3.145 -3.133  -0.54
10 I -0.203 -4.476 -4.744  1.03
11 C 0.908 -3.006 -2.310  -0.28
12 O 1.993 -3.785 -2.645  -0.04
13 C 0.922 -2.141 -1.209  0.01
14 C 2.112 -2.047 -0.263  -0.29
15 C 3.244 -3.045 -0.334  -0.02
16 F 1.653 -2.074 1.061  -0.02
17 C -0.210 -1.308 -0.958  0.00
18 C -0.205 -0.300 0.183  -0.28
19 C -1.197 0.828 0.124  -0.02
20 F 1.064 0.293 0.336  -0.04
21 C -1.323 -1.484 -1.781  0.01
22 C -2.727 -0.895 -1.862  -0.31
23 O -3.192 0.183 -1.709  0.16
24 H -3.723 -4.348 1.092  0.07
25 H -4.050 -2.920 2.063  0.07
26 H -2.604 -2.989 1.056  0.06
27 H -4.580 -1.580 0.055  0.09
28 H -5.452 -3.151 -0.022  0.11
29 H -2.677 -4.570 -1.434  0.12
30 H 2.594 -3.226 -3.156  0.11
31 H 2.537 -1.054 -0.391  0.12
32 H 3.728 -3.062 0.637  0.09
33 H 3.938 -2.867 -1.133  0.05
34 H 2.855 -4.048 -0.476  0.09
35 H -0.363 -0.852 1.109  0.15
36 H -1.340 1.185 -0.887  0.08
37 H -0.892 1.678 0.727  0.09
38 H -2.159 0.474 0.485  0.07
39 C 2.504 3.798 -0.808  0.05
40 N 1.551 3.311 -1.841  -0.44
41 O 1.999 2.769 -2.834  0.05
42 O 0.380 3.493 -1.598  0.07
43 H 3.514 3.574 -1.129  0.08
44 H 2.354 4.867 -0.701  0.10
45 H 2.266 3.276 0.114  0.08
46 C 4.906 1.007 -2.362  0.06
47 N 4.758 -0.422 -1.971  -0.42
48 O 5.096 -0.740 -0.852  0.08
49 O 4.297 -1.172 -2.815  0.05
50 H 5.322 1.546 -1.519  0.09
51 H 5.570 1.040 -3.221  0.10
52 H 3.917 1.379 -2.623  0.07
53 C -4.720 2.538 0.182  0.04
54 N -4.583 2.030 1.573  -0.44
55 O -4.625 2.835 2.480  0.07
56 O -4.433 0.832 1.712  0.05
57 H -4.842 3.609 0.217  0.07
58 H -3.815 2.265 -0.353  0.08
59 H -5.588 2.056 -0.258  0.11
60 C 2.853 -2.542 4.050  0.03
61 N 3.837 -3.172 4.971  -0.45
62 O 3.622 -3.105 6.164  0.06
63 O 4.795 -3.712 4.460  0.07
64 H 2.058 -2.108 4.646  0.09
65 H 3.375 -1.784 3.477  0.06
66 H 2.470 -3.321 3.398  0.10
67 C -3.856 7.131 0.392  0.05
68 N -2.810 6.136 0.028  -0.44
69 O -3.177 5.062 -0.407  0.05
70 O -1.658 6.469 0.193  0.07
71 H -4.828 6.697 0.193  0.09
72 H -3.734 7.357 1.447  0.10
73 H -3.687 8.016 -0.214  0.10
74 C 2.395 1.487 3.283  0.06
75 N 3.662 1.191 2.560  -0.43
76 O 4.263 0.180 2.850  0.07
77 O 4.009 1.986 1.709  0.05
78 H 2.217 0.695 4.000  0.09
79 H 2.520 2.446 3.777  0.10
80 H 1.605 1.530 2.538  0.09

Summary:
* highest occupied orbital energy: -9.37 eV
* 2S+1: 1
* Kohn-Sham gap: 9.00 eV

---

(6)
DFT (ωB97M-V/def2-TZVPD) results for the molecule C5H8N2 at a distorted geometry.

Each line ends with the Löwdin charge.
Geometry (Å):
1 C -1.538 -0.161 -0.178  -0.20
2 N -0.866 -1.198 -0.188  0.03
3 C 0.409 -1.046 0.165  -0.38
4 C 0.782 0.031 1.169  -0.11
5 C 0.664 1.077 -0.088  -0.25
6 C 1.212 -0.106 -1.025  -0.04
7 N -0.849 1.142 0.068  -0.04
8 H -2.596 -0.001 0.149  0.13
9 H 0.826 -2.179 0.319  0.17
10 H 1.639 -0.247 1.584  0.04
11 H -0.047 0.253 1.975  0.15
12 H 1.110 2.060 0.012  0.11
13 H 0.817 0.049 -2.096  0.11
14 H 2.336 -0.297 -0.794  0.12
15 H -1.254 1.979 -0.570  0.16

Summary:
* highest occupied orbital energy: -8.49 eV
* 2S+1: 1
* Kohn-Sham gap: 9.47 eV

---

(7)
DFT (ωB97M-V/def2-TZVPD) results for C9H6CeN2O5 as an isolated structure at a distorted geometry.

Each line ends with the Löwdin charge.
Geometry (Å):
1 O -4.584 0.133 -3.037  0.29
2 C -3.662 0.113 -2.352  0.05
3 Ce -1.714 0.075 -0.917  1.03
4 O -2.228 2.961 0.754  0.31
5 C -2.188 2.007 0.079  -0.02
6 C -0.972 -1.890 -1.676  -0.02
7 O -0.346 -2.839 -1.963  0.30
8 C -0.426 1.205 -2.346  -0.02
9 O 0.473 1.690 -2.918  0.30
10 C -2.713 -1.037 0.735  -0.02
11 O -3.049 -1.573 1.716  0.31
12 C 2.381 -0.722 -0.722  0.04
13 C 1.710 -0.191 0.558  -0.33
14 N 0.425 0.134 0.774  -0.02
15 C 0.377 0.568 2.113  -0.10
16 C 1.632 0.503 2.734  0.04
17 N 2.412 0.018 1.691  0.13
18 H 3.200 -0.024 -1.043  0.12
19 H 2.816 -1.738 -0.530  0.12
20 H 1.618 -0.825 -1.531  0.05
21 H -0.611 0.883 2.444  0.10
22 H 2.055 0.745 3.776  0.18
23 H 3.394 -0.197 1.662  0.19

Summary:
* highest occupied orbital energy (spin up / spin down): -18.91 / -18.92 eV
* 2S+1: 2
* Kohn-Sham gap (spin up / spin down): 3.62 / 3.65 eV
* charge: +3

---

(8)
DFT (ωB97M-V/def2-TZVPD) results for C16H18N4O3Pd as an isolated structure.

Each line ends with the Löwdin charge.
Geometry (Å):
1 Pd -0.852 -1.078 -0.314  0.26
2 O 3.551 2.464 0.563  0.00
3 C 3.721 2.241 -0.745  -0.30
4 C 4.758 2.903 -1.410  -0.05
5 C 4.980 2.695 -2.761  -0.14
6 C 4.176 1.821 -3.481  -0.13
7 C 3.148 1.162 -2.819  -0.05
8 C 2.897 1.351 -1.467  -0.07
9 C 1.737 0.591 -0.842  -0.51
10 O 1.056 -0.162 -1.573  -0.09
11 N 1.612 0.834 0.455  -0.01
12 N 0.453 0.305 1.062  -0.02
13 C 0.699 -0.472 2.048  -0.15
14 C -0.351 -1.004 2.959  -0.17
15 C -0.413 -0.454 4.228  -0.10
16 C -1.296 -0.904 5.210  -0.17
17 C -2.128 -1.970 4.878  -0.17
18 C -2.086 -2.553 3.630  -0.06
19 C -1.211 -2.105 2.588  -0.45
20 O -1.209 -2.654 1.443  -0.17
21 H 2.770 1.846 0.829  0.06
22 H 5.378 3.578 -0.833  0.10
23 H 5.793 3.219 -3.254  0.08
24 H 4.346 1.654 -4.538  0.08
25 H 2.486 0.470 -3.327  0.11
26 H 1.747 -0.725 2.252  0.11
27 H 0.261 0.367 4.457  0.09
28 H -1.330 -0.436 6.187  0.06
29 H -2.831 -2.356 5.615  0.07
30 H -2.743 -3.381 3.381  0.09
31 N -2.465 -1.994 -2.630  -0.04
32 C -3.337 -0.871 -2.934  -0.33
33 C -4.036 -0.162 -1.766  -0.33
34 N -3.232 0.607 -0.834  -0.03
35 H -1.640 -1.675 -2.073  -0.01
36 H -2.947 -2.635 -2.006  0.05
37 H -4.127 -1.221 -3.617  0.08
38 H -2.748 -0.139 -3.502  0.10
39 H -4.590 -0.914 -1.189  0.10
40 H -4.796 0.507 -2.201  0.08
41 H -2.560 -0.008 -0.325  0.00
42 H -2.640 1.253 -1.347  0.05

Summary:
* highest occupied orbital energy: 0.31 eV
* 2S+1: 1
* Kohn-Sham gap: 4.80 eV
* charge: -2